Computed, not measured: a molecular structure, C23H33AsN2O7S3Sr, with ωB97M-V/def2-TZVPD.

Geometry as XYZ:
```
70
Properties=species:S:1:pos:R:3:forces:R:3
Sr 1.67505 -0.44505 0.67925 -9.58 2.82 -3.87
O -0.56863 -1.09620 1.53423 0.40 -0.08 0.15
C -1.29910 -0.49735 2.40076 -0.31 -0.02 -0.12
C -1.90565 -1.21780 3.46711 0.00 -0.05 0.10
C -2.76076 -0.62128 4.36943 0.02 0.08 -0.08
C -3.07146 0.73619 4.25806 -0.04 -0.01 0.07
C -2.48912 1.46295 3.23336 0.03 0.06 0.00
C -1.61233 0.89473 2.30677 0.20 -0.05 0.15
C -1.05564 1.77329 1.28525 -0.20 -0.01 -0.13
N -0.29345 1.46953 0.30065 0.31 0.18 0.11
N -0.08605 2.57913 -0.51170 -0.11 0.10 -0.10
C 0.86602 2.46177 -1.41044 0.15 -0.04 0.02
O 1.68388 1.53040 -1.63809 0.07 -0.35 0.54
C 0.97613 3.69359 -2.28964 0.06 0.00 -0.06
C -0.02309 4.66307 -2.35643 0.02 -0.07 0.00
C 0.11562 5.75953 -3.19439 0.00 0.05 -0.03
C 1.26065 5.91356 -3.96857 0.03 -0.05 0.00
C 2.26371 4.95527 -3.90088 -0.04 0.01 0.00
C 2.11557 3.85059 -3.07213 0.00 -0.01 -0.01
H -1.67098 -2.27474 3.53712 0.02 0.01 -0.01
H -3.20079 -1.21235 5.16686 0.01 -0.01 -0.01
H -3.74411 1.21102 4.96253 0.00 0.01 -0.02
H -2.71628 2.52116 3.13265 0.02 -0.01 0.00
H -1.36403 2.82163 1.34481 -0.11 -0.01 0.02
H -0.90012 4.51996 -1.73987 -0.01 0.04 -0.01
H -0.67135 6.50401 -3.25232 -0.01 -0.02 0.03
H 1.36698 6.76942 -4.62609 0.00 0.01 0.02
H 3.16037 5.06886 -4.50053 0.00 -0.02 0.01
H 2.87104 3.07763 -3.01001 0.00 0.02 -0.01
C 3.85833 -0.79078 -0.34535 2.73 -0.22 -1.58
As 4.02500 -0.93263 1.57530 1.92 0.59 0.77
C 2.51900 -1.44337 2.68235 0.95 -1.13 3.16
C 5.79564 -0.80050 2.27661 0.49 -0.45 0.07
S 3.33436 1.13275 1.72091 1.96 2.77 1.58
H 3.89145 -1.71497 -0.90983 -0.10 -0.07 0.04
H 4.75591 -0.22584 -0.61217 -0.01 0.18 0.09
H 3.03846 -0.14464 -0.62347 1.68 0.26 -1.40
H 2.18363 -2.47285 2.67972 -0.06 -0.02 -0.20
H 1.72978 -0.71483 2.57535 0.17 -0.55 1.97
H 2.91306 -1.25561 3.68654 0.06 0.16 0.01
H 5.79965 -1.21707 3.28239 -0.03 -0.02 0.01
H 6.13120 0.22832 2.29413 -0.23 0.14 -0.04
H 6.43897 -1.41332 1.64780 0.01 -0.06 0.05
C -5.83769 -2.20662 -0.58350 0.10 0.04 0.05
C -4.51146 -2.74906 -0.04920 -0.04 0.04 -0.12
C -3.52225 -1.66871 0.36104 0.15 0.20 -0.06
S -2.77801 -0.69319 -0.99927 -0.01 -0.32 -0.03
O -3.73259 -0.71013 -2.16487 -0.03 0.04 0.03
C -1.51299 -1.94474 -1.41786 -0.14 0.29 -0.64
C -1.00877 -1.69415 -2.83924 0.02 0.30 0.18
C -0.10959 -0.45541 -2.84798 -0.40 -0.41 0.17
H -6.53618 -3.02102 -0.79116 -0.02 0.01 0.02
H -5.66277 -1.63677 -1.49324 -0.06 -0.02 0.01
H -6.29367 -1.53860 0.15296 -0.04 -0.04 0.00
H -4.05524 -3.40685 -0.79444 -0.04 -0.02 0.01
H -4.70625 -3.35859 0.83884 0.08 -0.06 -0.03
H -2.63974 -2.07755 0.85720 -0.12 0.01 0.16
H -3.99112 -0.94701 1.03384 0.04 -0.01 0.02
H -2.00169 -2.91451 -1.32151 0.19 -0.08 0.10
H -0.68960 -1.80800 -0.72269 -0.20 -0.29 0.37
H -1.87138 -1.55537 -3.49443 0.04 -0.13 -0.10
H -0.44206 -2.56969 -3.16633 -0.07 -0.03 -0.02
H -0.67703 0.43205 -2.56346 0.06 0.06 -0.06
H 0.36250 -0.27969 -3.81356 0.07 0.02 0.04
H 0.65441 -0.57932 -2.08006 0.16 0.13 -0.29
O 4.45075 -2.92968 1.37231 -0.70 0.52 -0.22
S 3.23029 -3.59179 0.67630 -0.85 -1.44 -0.72
O 3.68315 -4.13310 -0.59123 0.20 0.04 0.09
O 2.19933 -2.51238 0.40603 0.92 -3.04 -0.36
O 2.66311 -4.55727 1.59748 0.20 0.03 0.10
```
Forces are in eV/Å.

## Properties
E_HOMO = -0.070 hartree
HOMO-LUMO gap = 6.38 eV
Energy above the lowest of the compared OMol25 structures with the same formula, charge and spin = 0.00 kJ/mol
Net charge = -2
Strongest force on any atom = 10.71 eV/Å

Population analysis type Mulliken, resulting atomic charges in e: 0.588 -0.404 0.455 -0.462 -0.501 -0.666 -0.822 0.834 -1.071 1.324 -0.984 0.142 -0.775 0.198 -0.260 -0.651 -0.308 -0.566 -0.273 0.405 0.361 0.359 0.324 0.097 0.418 0.345 0.350 0.360 0.371 -1.268 0.487 -1.317 -1.140 -0.390 0.371 0.404 0.793 0.305 0.974 0.437 0.326 0.346 0.348 -1.247 -0.423 -0.499 0.449 -0.755 0.122 -0.887 -0.584 0.376 0.300 0.287 0.228 0.433 0.071 0.506 0.497 -0.316 0.384 0.358 0.251 0.381 -0.011 -0.713 1.257 -0.705 -0.898 -0.725

***

Computed, not measured: 2 unconnected molecules or ions with the total composition C4H10N2, with ωB97M-V/def2-TZVPD.

Geometry as XYZ:
```
16
Properties=species:S:1:pos:R:3:forces:R:3
C -0.11797 -2.43287 2.07294 0.68 -0.39 0.49
C -1.16972 -1.64290 1.88038 -0.11 -0.30 -0.14
N -2.13842 -1.33684 2.78949 -0.45 0.51 0.08
H 0.10366 -2.88582 3.04276 -0.27 0.13 -0.14
H 0.64964 -2.61417 1.33326 -0.23 0.19 -0.30
H -1.37909 -1.17407 0.92448 0.33 0.04 -0.07
H -2.29183 -1.85080 3.63412 0.16 -0.16 0.03
H -2.91921 -0.80613 2.43582 -0.11 0.00 0.06
C 2.12082 2.44758 -1.76801 -0.29 -0.16 0.29
C 1.47179 1.53765 -2.49305 -0.08 0.06 -0.47
N 0.09648 1.37070 -2.55796 -0.20 0.07 0.41
H 1.56649 3.15414 -1.16094 0.10 0.01 -0.02
H 3.19107 2.41580 -1.66883 0.25 0.01 -0.04
H 2.01888 0.81400 -3.09943 -0.01 0.21 0.09
H -0.46397 1.88007 -1.88201 0.16 0.02 -0.08
H -0.33535 1.34651 -3.46516 0.05 -0.23 -0.19
```
Forces are in eV/Å.

## Properties
E_HOMO (alpha / beta) = 0.052 / -0.167 hartree
HOMO-LUMO gap (alpha / beta) = 2.60 / 8.61 eV
Energy above the lowest of the compared OMol25 structures with the same formula, charge and spin = 90.34 kJ/mol
Spin multiplicity = 2
Net charge = -1
Strongest force on any atom = 0.93 eV/Å

Population analysis type Mulliken, resulting atomic charges in e: -0.315 -1.427 -0.639 0.192 0.400 0.219 0.121 0.882 -1.081 -0.307 -1.425 0.367 0.326 0.581 0.548 0.558

***

Computed, not measured: 2 unconnected molecules or ions with the total composition C3H6Br2O2, with ωB97M-V/def2-TZVPD.

Geometry as XYZ:
```
13
Properties=species:S:1:pos:R:3:forces:R:3
C -1.18839 -1.04335 -0.98225 -0.03 0.71 -0.73
C -0.38999 0.22971 -1.07547 1.09 3.02 1.53
Br 0.63037 0.54266 -2.69347 -0.10 -0.32 -0.65
C 0.59802 0.35393 0.15661 1.73 -0.77 0.18
O 0.27502 0.04355 1.27248 -0.63 0.18 -0.75
O 1.92309 0.71608 0.01134 -0.74 0.66 -2.10
H -2.19789 -0.89240 -1.32604 -0.23 -0.18 -0.45
H -1.23537 -1.26226 0.03975 -0.29 -0.31 1.69
H -0.70043 -1.89944 -1.42649 0.10 0.04 -0.52
H -0.91244 1.27157 -0.97243 0.11 -2.31 -0.20
H 2.18294 1.00002 -0.93538 -0.95 -0.76 1.93
Br 0.06610 0.66912 4.42660 -1.72 0.81 2.01
H 0.94896 0.27081 3.50475 1.66 -0.77 -1.91
```
Forces are in eV/Å.

## Properties
E_HOMO = -0.382 hartree
HOMO-LUMO gap = 10.85 eV
Structure (SMILES) = C[C@H](Br)C(=O)O.Br
Energy above the lowest of the compared OMol25 structures with the same formula, charge and spin = 44.18 kJ/mol
Strongest force on any atom = 3.56 eV/Å

Population analysis type Mulliken, resulting atomic charges in e: -1.123 0.195 -0.195 0.381 -0.474 -0.429 0.317 0.357 0.361 0.317 0.308 -0.231 0.215

***

Computed, not measured: a molecular structure, C21H46Br2CaF7N2NaO13PS2, with ωB97M-V/def2-TZVPD.

Geometry as XYZ:
```
96
Properties=species:S:1:pos:R:3:forces:R:3
O -3.07040 -0.36257 -1.17967 3.80 -0.86 -1.36
C -1.92806 -0.61001 -1.66582 -3.97 0.48 1.07
C -0.70884 -0.77175 -0.80098 -0.43 -0.12 -1.15
C 0.53737 -1.25447 -1.55340 0.52 0.18 1.90
C 0.73615 -2.76341 -1.47888 0.13 -0.29 -1.20
N 2.24720 -2.97162 -1.30534 0.39 -0.09 0.78
C 2.87716 -1.66422 -0.89604 -0.32 0.38 -0.03
C 1.66646 -0.79203 -0.58521 0.59 -0.20 -0.74
C 2.01090 0.70955 -0.54950 0.46 -0.85 0.39
C 2.25952 1.23952 0.87831 -0.70 -0.03 -0.56
C 1.15391 0.76307 1.84143 0.45 0.89 0.07
C 1.64227 0.25117 3.17127 -0.20 1.08 0.86
O 1.47084 -1.17198 3.32503 0.10 0.10 -0.26
C 2.28986 -1.86627 2.58540 0.10 -0.19 -0.47
O 1.90654 -2.88249 1.99495 0.34 -1.00 0.72
H -1.77881 -0.73562 -2.74844 -0.16 0.07 0.06
H -0.93119 -1.43523 0.03424 -0.09 0.10 0.17
H -0.49155 0.23325 -0.44050 -0.21 0.09 0.22
H 0.61811 -0.81970 -2.54731 -0.01 -0.25 -0.15
H 0.27748 -3.23099 -0.61232 -0.14 0.21 0.10
H 0.41951 -3.30269 -2.37279 -0.21 0.13 -0.06
H 2.71588 -3.35474 -2.12718 -0.23 -0.15 0.05
H 2.38858 -3.62566 -0.52855 0.07 -0.14 -0.55
H 3.48373 -1.79376 -0.00151 0.22 -0.31 -0.17
H 3.50635 -1.27272 -1.69098 -0.10 -0.06 -0.17
H 1.31161 -1.21029 0.36270 0.04 0.49 0.03
H 1.22955 1.28218 -1.04507 -0.07 0.09 0.07
H 2.91520 0.82519 -1.14632 -0.23 0.28 -0.06
H 3.26078 1.02343 1.25658 0.04 -0.39 -0.09
H 2.22165 2.32697 0.82293 0.08 0.08 0.06
H 0.54582 1.62444 2.07742 -0.31 0.18 -0.05
H 0.47725 0.05911 1.37604 -0.08 -0.12 0.16
H 2.66981 0.55593 3.37683 0.23 -0.34 -0.11
H 1.05550 0.70988 3.96044 -0.13 -0.39 0.26
H 3.32861 -1.53156 2.43904 -0.19 0.57 0.10
C -1.30838 5.50084 2.73692 -0.03 0.28 0.40
C -0.45351 4.25029 2.66336 -0.11 0.03 -0.31
O 0.20494 4.39886 1.44260 0.24 0.43 0.09
C 0.31915 5.76879 1.19800 0.23 0.32 -0.52
O 1.04078 6.25315 0.39837 -0.55 -0.46 0.61
O -0.52448 6.44742 2.03567 0.33 -0.38 -0.24
F -1.23471 3.10438 2.61465 0.56 0.26 0.22
H -2.26432 5.38891 2.22235 0.55 0.80 0.15
H -1.49737 5.82196 3.75740 0.09 0.19 -0.01
H 0.27010 4.16370 3.47322 -0.12 -0.29 0.12
Br -4.59708 0.25334 1.70657 0.33 -0.16 -0.17
C -5.30859 -1.54706 1.52484 -0.04 -0.21 -0.52
C -5.81877 -1.96630 0.12480 0.40 0.89 0.78
Br -7.17906 -0.67736 -0.36748 -0.69 -0.35 0.07
H -6.14118 -1.44437 2.21889 -0.19 -0.65 -0.11
H -4.59770 -2.28096 1.90094 0.12 0.17 0.00
H -6.17845 -2.99139 0.18861 -0.38 0.15 -0.13
H -5.12710 -1.88295 -0.70686 0.53 -0.06 0.33
F 4.95461 -7.18637 1.12647 0.54 1.00 0.54
P 4.87126 -5.83200 0.22649 1.23 -1.02 -1.76
F 6.25987 -6.37256 -0.38466 -0.77 -0.21 -0.24
F 4.70007 -5.02800 -1.20577 -0.47 0.64 0.64
F 5.67990 -4.49938 0.72647 -0.15 -0.83 0.54
F 3.93237 -5.29320 1.67554 -1.28 1.00 1.15
F 3.39430 -6.37947 -0.18630 0.44 -0.02 -0.16
O 3.98565 1.50960 -2.80937 0.02 0.04 -0.11
H 4.28271 1.51283 -3.73094 0.21 -0.07 0.08
H 4.43568 2.27437 -2.43582 0.04 0.01 -0.09
Ca 3.00945 -4.40456 3.42919 0.10 -0.62 -1.05
C -5.87942 2.62912 -0.83901 -0.24 -0.47 -0.74
C -5.81056 3.16733 0.56469 -0.26 0.70 -0.71
C -6.66245 4.43676 0.67527 -0.20 -0.10 0.09
O -4.48604 3.43232 0.83689 -2.82 -1.05 -0.73
H -5.46826 3.35654 -1.54539 0.07 -0.03 0.11
H -5.28090 1.71898 -0.87919 0.10 0.03 -0.21
H -6.88587 2.37257 -1.18742 -0.07 0.06 0.13
H -6.31505 2.40716 1.21123 0.47 0.17 0.17
H -6.29534 5.20549 -0.00692 0.08 -0.01 -0.01
H -6.63187 4.83090 1.69266 0.04 0.08 0.09
H -7.71133 4.23879 0.42663 0.04 0.01 0.01
O -1.27644 -5.00419 -4.18968 0.05 0.05 0.19
S -2.06364 -3.75773 -4.03622 -0.27 -0.27 0.01
O -2.99632 -3.95421 -2.89199 0.11 0.01 0.08
O -2.84631 -3.52764 -5.25600 0.07 0.05 0.12
O -1.16221 -2.62841 -3.74102 0.42 0.42 0.24
N -8.42515 -1.27611 3.86195 -0.04 0.04 -0.03
H -8.46998 -2.29691 3.82607 0.01 0.01 -0.03
H -9.24338 -0.91346 4.35588 -0.01 0.00 -0.02
H -7.57403 -0.98439 4.34763 0.03 0.02 -0.05
H -8.40945 -0.90563 2.90544 0.07 0.06 -0.22
Na -3.13650 3.86522 1.90689 1.46 -0.32 1.35
C 8.73997 2.34010 -3.39193 0.04 0.08 0.09
S 7.75990 1.06466 -4.18301 0.08 -0.11 -0.15
O 6.44874 1.67828 -4.52766 -0.16 0.09 0.11
C 7.50428 0.07088 -2.70991 -0.02 -0.02 0.13
H 8.97227 3.09224 -4.14211 -0.02 -0.02 -0.04
H 8.16879 2.79124 -2.58050 -0.03 -0.01 -0.01
H 9.66352 1.90244 -3.01399 0.01 -0.01 -0.02
H 7.01434 0.67252 -1.94392 -0.02 0.03 -0.03
H 8.46488 -0.29887 -2.35243 0.01 -0.02 -0.03
H 6.86892 -0.76839 -2.98389 0.00 0.00 -0.04
```
Forces are in eV/Å.

## Properties
E_HOMO = -0.257 hartree
HOMO-LUMO gap = 1.51 eV
Net charge = +1
Strongest force on any atom = 4.14 eV/Å

Population analysis type Mulliken, resulting atomic charges in e: -0.429 -0.609 0.073 -0.462 -1.143 0.231 -1.035 1.757 -0.429 -0.838 1.447 -1.260 -0.376 0.112 -0.695 0.381 0.325 -0.033 0.616 0.157 0.585 0.417 0.104 0.141 0.501 -1.068 0.726 -0.105 0.597 0.453 -1.024 0.214 0.469 0.366 0.754 -0.551 0.323 -0.101 0.458 -0.442 -0.320 -0.341 0.397 0.355 0.294 -0.044 0.016 -0.293 -0.146 -0.462 0.426 0.384 0.132 -0.300 0.996 -0.276 -0.319 -0.303 -0.326 -0.285 -0.539 0.246 0.240 1.214 -0.967 0.755 -1.451 -0.995 0.345 -0.015 0.317 -0.024 0.313 0.319 0.356 -0.614 1.174 -0.609 -0.598 -0.628 -0.474 0.373 0.383 0.360 0.306 1.026 -0.913 0.463 -0.596 -0.844 0.328 0.282 0.357 0.243 0.413 0.264